Record 1
{"formula": "C17H18Cl2N4O3S", "method": "ωB97M-V/def2-TZVPD", "spin_multiplicity": 1, "e_tot_ev": -65904.197, "smiles": "CN1CCN(NC(=O)CN2C(=O)S/C(=C\\c3c(Cl)cccc3Cl)C2=O)CC1", "relative_energy_kcal_mol": 2.5, "gap_ev": 7.37, "symbols": ["Cl", "Cl", "S", "O", "O", "O", "N", "N", "N", "N", "C", "C", "C", "C", "C", "C", "C", "C", "C", "C", "C", "C", "C", "C", "C", "C", "C", "H", "H", "H", "H", "H", "H", "H", "H", "H", "H", "H", "H", "H", "H", "H", "H", "H", "H"], "positions_angstrom": [[-3.158, -2.146, 1.559], [-1.952, -4.045, -3.348], [-0.925, -1.086, -2.919], [1.035, 0.408, -3.885], [1.429, -2.009, -0.041], [3.075, 2.067, -1.035], [1.439, -0.711, -1.920], [2.679, 1.092, 1.792], [0.880, 3.324, 2.144], [2.692, 0.446, 0.539], [-5.352, -3.787, -1.320], [-1.292, -2.691, -0.667], [-0.082, 4.352, 1.817], [3.159, 2.460, 1.840], [-0.510, -1.915, -1.433], [2.127, 3.511, 1.417], [1.376, 0.978, 2.431], [0.867, -1.583, -1.028], [-3.635, -2.879, 0.072], [0.367, 1.992, 1.892], [2.863, 0.920, -0.703], [-3.096, -3.663, -2.121], [-2.672, -3.073, -0.926], [2.796, -0.217, -1.753], [-4.962, -3.223, -0.117], [0.686, -0.315, -3.005], [-4.422, -4.014, -2.319], [3.434, -1.052, -1.453], [1.972, 3.457, 0.328], [1.535, 1.168, 3.495], [0.196, 1.812, 0.812], [2.539, -0.553, 0.652], [-5.677, -3.048, 0.670], [-0.587, 1.875, 2.413], [-4.715, -4.470, -3.251], [3.439, 2.631, 2.883], [-6.384, -4.057, -1.476], [3.120, 0.192, -2.712], [-0.863, -3.026, 0.271], [4.047, 2.544, 1.214], [2.521, 4.501, 1.657], [0.339, 5.323, 2.070], [-0.357, 4.356, 0.750], [-0.983, 4.196, 2.409], [1.010, -0.043, 2.303]], "forces_ev_per_a": [[-0.001, 0.067, 0.209], [0.004, -0.291, -0.244], [-0.008, 0.144, -0.059], [0.147, 0.162, -0.133], [0.046, -0.104, -0.026], [0.086, 0.289, -0.167], [0.518, 0.049, 0.235], [0.138, -0.124, 0.081], [0.011, -0.032, 0.055], [-0.197, -0.405, 0.504], [0.143, 0.019, -0.010], [0.785, 0.377, -0.174], [0.030, -0.062, 0.015], [0.154, 0.383, -0.270], [-0.796, -0.260, 0.063], [0.142, -0.050, -0.016], [-0.380, 0.022, -0.205], [0.158, -0.096, 0.204], [-0.109, -0.089, -0.342], [0.127, -0.168, 0.182], [0.028, -0.377, -0.316], [-0.190, 0.021, 0.325], [-0.303, -0.005, -0.121], [0.294, 0.254, 0.144], [0.071, 0.011, 0.072], [-0.713, -0.216, -0.067], [-0.017, 0.022, -0.038], [-0.064, 0.038, -0.078], [0.005, 0.041, 0.140], [-0.058, -0.036, -0.004], [-0.027, 0.019, 0.052], [0.157, 0.246, -0.190], [-0.044, 0.040, 0.080], [-0.012, -0.024, -0.041], [-0.003, -0.047, -0.088], [-0.002, 0.043, -0.040], [-0.098, -0.030, -0.017], [-0.042, -0.061, 0.216], [0.104, 0.022, -0.032], [-0.014, 0.025, 0.114], [0.031, 0.018, -0.014], [-0.047, 0.084, -0.015], [-0.006, 0.007, -0.029], [-0.071, 0.058, -0.010], [0.024, 0.019, 0.056]], "lowdin_charge": [0.737, 0.730, 1.082, 0.084, 0.093, 0.056, 0.009, -0.126, -0.233, 0.105, -0.065, -0.088, -0.105, -0.148, -0.433, -0.185, -0.147, -0.428, -0.596, -0.192, -0.447, -0.598, -0.267, -0.006, -0.097, -0.689, -0.097, 0.139, 0.108, 0.125, 0.125, 0.118, 0.107, 0.119, 0.107, 0.123, 0.111, 0.136, 0.121, 0.121, 0.122, 0.083, 0.089, 0.081, 0.116]}



Record 2
{"formula": "C20H56N5O6Ti", "method": "ωB97M-V/def2-TZVPD", "spin_multiplicity": 4, "e_tot_ev": -64488.186, "s_squared": 3.752, "relative_energy_kcal_mol": 103.6, "gap_ev": [6.15, 6.47], "symbols": ["Ti", "O", "O", "O", "O", "O", "O", "N", "N", "N", "N", "N", "C", "C", "C", "C", "C", "C", "C", "C", "C", "C", "C", "C", "C", "C", "C", "C", "C", "C", "C", "C", "H", "H", "H", "H", "H", "H", "H", "H", "H", "H", "H", "H", "H", "H", "H", "H", "H", "H", "H", "H", "H", "H", "H", "H", "H", "H", "H", "H", "H", "H", "H", "H", "H", "H", "H", "H", "H", "H", "H", "H", "H", "H", "H", "H", "H", "H", "H", "H", "H", "H", "H", "H", "H", "H", "H", "H"], "positions_angstrom": [[-3.936, -1.307, -1.677], [-3.392, 0.520, 5.784], [-2.952, 5.670, -1.379], [1.773, -7.025, 2.139], [2.470, -3.429, -6.663], [3.998, 2.208, 0.530], [-1.176, 0.040, -0.895], [-0.005, -3.810, 1.777], [0.987, 0.787, 2.309], [0.452, -2.918, -3.657], [-2.713, 3.191, -2.816], [-3.674, 1.754, 2.236], [2.160, -8.100, 3.001], [1.875, 1.828, 1.866], [-3.689, 0.518, 4.382], [-3.388, 1.892, 3.678], [2.511, 2.386, 3.164], [2.191, -4.449, 0.938], [2.997, -4.578, -7.351], [2.365, -1.496, -4.298], [1.145, -5.926, 2.671], [-2.720, 6.710, -0.395], [2.916, 1.340, 0.800], [-2.050, 0.534, 6.154], [3.746, 3.358, -0.230], [-1.961, 4.356, -3.221], [-4.330, 3.032, 4.144], [0.863, -4.956, 1.457], [-1.752, 5.308, -2.019], [1.247, -2.447, -4.766], [-2.721, 4.943, -4.359], [1.777, -3.772, -5.421], [-3.325, 3.470, -2.062], [1.780, -5.462, 3.426], [-3.578, 5.550, -4.066], [-5.392, 2.823, 4.009], [2.537, -8.908, 2.374], [-2.327, 2.124, 3.775], [-1.573, -0.381, 5.803], [-4.113, 4.021, 3.743], [0.521, -3.245, 2.428], [1.850, 2.616, 4.000], [-3.187, -0.336, 3.929], [0.291, -5.520, 0.720], [-0.239, -3.201, 1.006], [1.821, -0.602, -3.993], [2.950, 3.348, 2.901], [-0.466, 0.645, -1.186], [1.305, -8.446, 3.580], [-3.649, 6.799, 0.168], [2.474, -4.305, -4.775], [-2.127, 5.707, -4.860], [-2.528, 7.685, -0.843], [0.235, 1.032, 2.936], [3.411, 0.483, 1.259], [2.011, -3.624, 0.249], [0.185, -6.174, 3.123], [-4.287, 3.175, 5.224], [3.251, 1.685, 3.548], [3.391, 3.146, -1.238], [0.604, -1.893, -5.449], [2.203, -5.042, -7.936], [1.281, 2.668, 1.507], [-1.854, 6.505, 0.235], [-1.217, 6.173, -2.411], [2.832, -4.114, 1.753], [1.208, -3.338, -3.135], [4.666, 3.942, -0.200], [-3.476, 2.704, 1.954], [0.242, -2.147, -3.039], [3.159, -1.201, -4.985], [-1.459, 1.379, 5.803], [2.386, 0.939, -0.064], [1.051, -4.568, -5.591], [-1.909, 0.553, 7.235], [2.953, -1.817, -3.438], [-2.151, 2.527, -2.302], [-3.064, 4.239, -5.117], [-4.768, 0.380, 4.305], [-3.053, 1.231, 1.635], [3.773, -4.236, -8.036], [-1.023, 3.928, -3.574], [2.911, -7.844, 3.749], [0.525, 0.566, 1.438], [3.447, -5.354, -6.731], [2.629, -5.255, 0.348], [2.974, 3.959, 0.250], [-1.107, 4.850, -1.269]], "forces_ev_per_a": [[1.633, 0.882, 0.328], [-0.946, 0.576, 0.022], [0.116, 0.923, 0.435], [1.108, -1.713, -0.642], [0.009, -1.027, 0.886], [-0.220, -0.399, -0.033], [-0.732, -0.289, -0.112], [-0.069, -0.638, 1.578], [-0.086, -1.654, -1.780], [0.358, -0.121, 0.753], [-0.740, -1.197, 1.170], [-0.404, 0.831, -0.213], [-0.670, 0.576, -0.038], [0.253, 1.830, 2.198], [0.192, 1.318, 0.593], [-0.585, -1.208, -0.362], [0.897, 0.340, -0.893], [-0.185, -0.573, -1.042], [-0.454, 0.701, -0.126], [-0.037, 0.404, 0.004], [-1.222, 1.360, -0.475], [-0.563, -0.522, -0.759], [-0.251, -0.425, 1.670], [0.893, -0.453, -0.179], [-0.470, 0.313, 0.604], [-0.563, -0.870, 0.930], [0.355, -0.336, 1.312], [-0.123, 0.465, 0.524], [0.817, -0.043, -0.858], [1.000, -1.014, -1.095], [-0.105, 1.973, -1.131], [0.847, 0.944, -1.301], [-0.744, 0.292, -0.098], [0.066, 0.408, 0.183], [-0.315, -0.401, 0.491], [0.110, -0.323, -0.635], [-0.074, 0.168, 0.002], [0.061, 0.317, 0.612], [0.303, -0.163, -0.150], [0.190, -0.187, -0.436], [-0.179, 0.446, 0.189], [-0.615, -0.302, -0.347], [0.227, 0.105, -0.412], [0.392, -0.314, -0.152], [0.279, -0.270, -0.363], [0.281, 0.296, 0.124], [0.582, -0.054, 0.230], [-0.751, -0.449, -0.133], [-0.280, -0.197, -0.082], [0.223, -0.146, 0.181], [0.508, 0.412, 0.496], [0.379, -0.034, -0.297], [0.003, 0.010, -0.453], [0.324, 0.677, 0.173], [-0.091, -0.188, 0.046], [0.108, 0.124, 0.036], [-0.205, -0.168, 0.250], [0.425, -0.136, 0.210], [0.231, 0.134, -0.057], [0.267, -0.135, -0.249], [0.098, -0.217, -0.331], [-0.106, -0.137, -0.083], [0.016, 0.251, -0.725], [-0.096, -0.383, 0.209], [0.006, 0.512, 0.097], [0.107, -0.075, -0.085], [-0.242, -0.883, 0.834], [-0.041, -0.085, -0.391], [-0.455, 0.249, -0.794], [-0.510, 0.548, 0.047], [-0.478, -0.113, -0.664], [-0.175, 0.265, -0.407], [-0.012, 0.380, -0.503], [-0.812, 0.508, -0.305], [-0.657, -0.078, 0.087], [-0.407, -0.556, 0.312], [0.639, -0.377, -0.184], [0.243, -0.219, 0.309], [0.008, -0.198, 0.077], [0.565, -0.631, 0.537], [-0.099, 0.158, 0.026], [0.413, 0.640, 0.038], [0.318, 0.421, -0.151], [-0.754, -1.023, -0.082], [-0.042, 0.169, 0.529], [0.615, 0.077, 0.226], [-0.182, 0.238, 0.057], [0.280, -0.322, -0.009]], "lowdin_charge": [0.830, -0.193, -0.191, -0.198, -0.203, -0.187, -0.610, 0.024, 0.032, 0.027, 0.030, 0.020, -0.083, -0.447, -0.165, -0.407, -0.065, -0.074, -0.113, -0.061, -0.229, -0.082, -0.175, -0.133, -0.113, -0.434, -0.061, -0.413, -0.220, -0.427, -0.086, -0.172, 0.061, 0.121, 0.078, 0.079, 0.088, 0.114, 0.085, 0.071, 0.062, 0.066, 0.119, 0.133, 0.061, 0.072, 0.066, -0.163, 0.081, 0.086, 0.114, 0.072, 0.082, 0.062, 0.125, 0.068, 0.118, 0.071, 0.079, 0.086, 0.134, 0.080, 0.118, 0.082, 0.119, 0.083, 0.059, 0.091, 0.056, 0.058, 0.073, 0.075, 0.118, 0.114, 0.087, 0.074, 0.046, 0.078, 0.121, 0.055, 0.082, 0.140, 0.082, 0.048, 0.080, 0.074, 0.076, 0.119]}



Record 3
{"formula": "C5H7NS", "method": "ωB97M-V/def2-TZVPD", "spin_multiplicity": 1, "e_tot_ev": -17621.607, "smiles": "S=C1CCN2C[C@H]12", "relative_energy_kcal_mol": 47.0, "gap_ev": 8.56, "symbols": ["S", "N", "C", "C", "C", "C", "C", "H", "H", "H", "H", "H", "H", "H"], "positions_angstrom": [[-0.195, 1.609, 1.446], [-0.250, -0.888, -1.509], [0.960, -0.225, -1.673], [0.158, -1.033, 0.850], [-0.092, 0.396, 0.452], [-0.398, -1.788, -0.283], [-0.134, 0.466, -0.939], [0.016, -2.820, -0.402], [1.236, -1.290, 0.905], [1.834, -0.603, -1.149], [-1.494, -2.021, -0.143], [-0.222, -1.257, 1.873], [-0.608, 1.398, -1.352], [1.142, 0.163, -2.734]], "forces_ev_per_a": [[-0.374, 1.688, 1.395], [-2.562, -1.591, 0.403], [1.923, 0.667, -1.626], [0.866, -0.282, 1.820], [1.254, -1.199, 1.947], [-1.570, -1.712, -1.475], [-0.653, 1.635, -2.556], [0.195, 0.994, -0.350], [-0.272, 0.715, 0.103], [0.071, 0.323, -0.004], [0.912, 0.719, -0.378], [0.013, 0.111, -0.916], [0.321, -1.373, 0.000], [-0.124, -0.695, 1.637]], "lowdin_charge": [0.780, -0.035, -0.121, -0.222, -0.841, -0.173, -0.316, 0.125, 0.127, 0.119, 0.131, 0.128, 0.157, 0.141]}